C39H58Br41FN2O5PS | wB97M-V/def2-TZVPD

Structure (XYZ):
```
148
Properties=species:S:1:pos:R:3:forces:R:3:mulliken_charge:R:1
C 5.803638 5.854288 1.034746 -0.328 -0.616 0.423 -1.22
C 5.805793 4.307726 0.918223 -0.819 0.840 0.577 0.00
C 4.574803 3.791196 1.683441 -0.196 -0.240 -0.731 -1.38
C 4.341111 2.258161 1.557093 -0.099 1.929 1.535 0.91
O 3.454521 2.106627 0.461866 -0.208 0.395 -0.897 -0.36
C 2.810753 0.944401 0.110133 0.629 -1.403 1.113 -2.12
N 1.878950 1.407083 -0.989712 1.215 0.624 -0.698 0.82
C 0.637034 0.624182 -1.145986 -1.230 -1.681 0.567 -0.75
N -0.352648 1.171492 -2.061248 0.215 1.095 -0.109 -0.67
C 0.076278 2.069979 -2.789729 1.659 -0.989 -0.623 0.57
O 0.725138 2.751556 -3.471051 -1.809 0.381 1.338 -0.38
P 1.313338 -0.898938 -2.136702 0.441 -0.722 -1.232 0.46
S 1.857007 -0.404162 -3.935178 0.301 0.591 0.385 -0.24
C -0.150746 0.290892 0.190938 0.186 0.836 1.079 -0.77
C -0.769079 -1.097792 0.003497 -2.353 -0.283 -0.229 -0.80
F 0.055556 -2.175764 0.315012 0.772 0.440 -0.543 -0.48
C -2.164470 -1.488421 0.564218 -0.042 -0.961 0.594 -1.20
C -2.097730 -2.301605 1.889033 0.054 1.037 0.269 -0.59
C 0.669494 0.683408 1.518540 -0.387 0.922 -0.639 1.92
C 0.778090 2.278886 1.698603 -0.146 -0.121 0.519 -0.70
C 0.241817 3.251848 0.652302 0.996 1.513 -0.681 -0.38
O -0.593644 4.240377 1.249776 0.137 -0.398 0.168 -0.43
C -0.144253 0.423441 2.790423 -1.260 -0.913 0.164 -1.22
Br -2.059055 0.919933 2.585463 0.726 0.075 -0.216 0.01
C 0.073032 0.225067 4.086240 1.036 0.396 0.270 1.13
C -0.883758 0.041278 5.231420 -0.056 -0.574 0.598 -1.30
Br 1.882352 0.351320 4.768253 -0.371 0.003 0.041 -0.15
C 2.060118 0.054603 1.145452 0.641 -0.366 0.111 1.67
C 3.041445 -0.647467 2.118853 0.374 -1.186 -1.058 -1.76
C 3.966100 -1.681880 1.356117 -0.234 0.223 0.906 -0.77
C 5.357172 -1.811942 2.024818 0.748 -0.679 -1.316 -0.93
C 6.478460 -1.787133 0.927206 -0.181 0.561 0.828 -1.17
C 7.032955 -0.356754 0.762233 0.038 0.167 -0.103 0.74
C 8.508633 -0.298297 0.313502 -0.415 -0.288 0.553 -0.93
O 8.795353 0.935629 -0.360354 -0.726 -0.076 -0.340 -0.38
C 8.246467 0.969659 -1.611812 -0.246 0.699 -0.286 0.79
C 7.499969 2.248521 -1.958386 0.312 -0.263 0.009 0.04
O 8.295244 0.057377 -2.383833 0.012 -0.504 0.121 -0.57
H 5.481757 6.085077 2.063216 0.406 0.242 -0.244 0.31
H 6.782841 6.291925 0.833932 -0.215 0.061 -0.043 0.40
H 5.028551 6.287255 0.391702 0.298 -0.010 -0.072 0.25
H 5.688193 4.030156 -0.134777 0.461 -0.231 0.156 0.09
H 6.706038 3.902874 1.391455 0.027 -0.107 -0.446 0.31
H 3.690129 4.289481 1.254418 0.075 -0.137 0.168 0.14
H 4.586783 4.097996 2.736253 0.269 -0.204 -0.133 0.66
H 3.827059 2.005637 2.493054 0.198 -0.568 -0.277 0.12
H 5.331794 1.802660 1.475896 -0.430 -0.619 -0.346 -0.39
H 3.525838 0.260658 -0.376210 -0.156 0.212 -0.019 0.36
H 2.447417 1.282490 -1.852124 -0.361 0.062 -0.190 0.59
H 1.812390 2.436242 -0.938799 -0.510 -0.129 0.500 0.39
H 2.435475 -1.406489 -1.436395 -0.518 0.077 0.295 0.02
H 0.396413 -1.953719 -2.225970 -0.063 0.192 0.609 0.16
H -1.014758 0.961497 0.183604 0.112 -0.185 -0.242 1.85
H -1.060927 -1.113567 -1.059896 0.806 -0.138 -0.007 0.71
H -2.865091 -0.654299 0.579006 0.314 0.085 0.179 0.39
H -2.628698 -2.197559 -0.136254 0.422 0.303 -0.277 0.62
H -2.898214 -1.982058 2.559530 -0.079 -0.314 -0.165 -0.16
H -1.178892 -2.079408 2.444682 -0.068 -0.211 -0.157 0.14
H -2.156532 -3.373137 1.699633 0.023 0.122 0.082 0.45
H 0.239289 2.610090 2.595088 -0.259 -0.480 -0.261 1.05
H 1.798296 2.489699 2.034619 -0.074 0.142 -0.616 0.11
H -0.290406 2.866566 -0.225177 -0.024 -0.499 0.401 -0.25
H 1.104724 3.821373 0.238483 -0.107 -0.329 -0.049 0.23
H -0.305669 5.090570 0.904400 -0.195 0.141 0.044 0.22
H -0.435203 0.302198 6.193958 0.174 0.094 -0.334 0.46
H -1.831705 0.573790 5.185451 0.138 -0.009 -0.398 0.09
H -1.097191 -1.035796 5.314201 -0.133 0.206 -0.122 0.32
H 1.888508 -0.860817 0.556615 -0.683 0.456 -0.015 -0.25
H 2.417830 -1.320635 2.708630 0.135 0.629 0.514 0.99
H 3.707900 -0.025191 2.700080 -0.469 0.097 0.245 0.18
H 4.054469 -1.476537 0.281541 0.221 0.164 0.201 0.12
H 3.505672 -2.676714 1.409619 -0.159 0.271 -0.135 0.47
H 5.460781 -2.774102 2.538544 -0.352 0.195 0.036 0.45
H 5.588128 -1.043114 2.767028 -0.306 0.037 -0.104 0.53
H 7.251556 -2.516214 1.191032 0.083 0.272 -0.083 0.51
H 6.054687 -2.079399 -0.038604 0.177 -0.266 0.146 0.40
H 6.965046 0.228665 1.689914 -0.061 -0.312 -0.018 0.30
H 6.360965 0.168940 0.063816 0.381 -0.034 -0.110 -0.43
H 8.744854 -1.185436 -0.279053 0.220 0.332 -0.161 0.42
H 9.111063 -0.277366 1.224759 0.173 -0.140 -0.318 0.36
H 8.018883 3.140681 -1.602943 -0.147 -0.082 -0.009 0.34
H 7.357571 2.257464 -3.040346 0.151 0.189 0.166 -0.06
H 6.496834 2.197193 -1.514248 0.267 0.041 0.164 -0.35
C -5.616939 -3.327760 4.622348 -0.035 -0.056 0.035 -0.45
Br -6.062071 -4.871687 3.566130 0.014 0.080 -0.029 0.18
Br -3.959118 -3.567070 5.578182 -0.060 0.020 -0.091 -0.06
Br -5.603501 -1.718181 3.558835 -0.037 0.053 0.012 -0.07
H -6.396867 -3.212466 5.362661 0.022 0.010 -0.018 0.47
C 0.485329 -1.753973 -6.931674 0.027 0.017 -0.067 0.85
Br 1.756627 -3.158458 -7.275227 -0.099 0.100 0.016 -0.02
Br 0.407184 -0.482501 -8.380329 0.026 -0.021 0.078 -0.05
Br -1.265430 -2.442882 -6.519918 0.022 0.029 0.012 -0.04
H 0.830126 -1.221085 -6.055483 -0.077 -0.046 -0.104 -0.77
C -3.912129 0.451315 -7.779392 0.054 -0.039 -0.053 0.08
Br -4.799738 -1.047405 -8.604786 0.056 0.128 0.119 0.00
Br -4.230833 2.089031 -8.742617 0.011 -0.088 0.073 -0.03
Br -4.378443 0.622946 -5.911761 0.023 -0.034 -0.124 0.00
H -2.848150 0.256751 -7.824848 -0.028 -0.019 0.029 -0.07
C 1.573097 4.387553 -7.096358 0.141 -0.075 -0.132 -0.35
Br 1.932937 2.998486 -5.815617 0.263 0.159 -0.920 0.22
Br 0.005066 4.015572 -8.149559 0.065 -0.003 0.143 -0.01
Br 1.473980 6.107735 -6.228036 -0.009 -0.020 -0.066 -0.07
H 2.413830 4.418816 -7.777280 -0.015 0.057 0.027 0.30
C 1.999932 8.434851 4.394813 0.059 0.028 0.107 -0.41
Br 3.910917 8.613928 4.599637 -0.184 -0.079 -0.057 -0.01
Br 1.534248 7.373051 2.849889 0.072 0.027 0.024 0.11
Br 1.169302 7.758645 5.994424 0.070 0.008 -0.112 -0.01
H 1.606407 9.427587 4.225914 0.002 -0.036 -0.029 0.33
C -8.202082 -3.799884 0.553007 0.026 0.004 0.011 -0.05
Br -7.844152 -3.429227 -1.302446 -0.035 0.155 0.204 0.03
Br -9.155781 -2.356068 1.409539 0.064 -0.121 -0.061 -0.04
Br -9.103383 -5.490688 0.772658 0.078 0.090 -0.009 0.07
H -7.245235 -3.883736 1.050692 -0.043 0.016 0.022 0.01
C -8.365910 -5.357589 -5.174666 -0.041 -0.044 0.011 -0.35
Br -7.872526 -6.211994 -3.521191 -0.029 -0.135 -0.193 0.00
Br -10.276491 -5.187935 -5.346104 0.124 0.020 0.036 -0.01
Br -7.475653 -3.657927 -5.385161 -0.037 -0.042 0.035 -0.01
H -8.027992 -5.995908 -5.978915 0.000 0.036 0.012 0.34
C -5.696491 2.107698 4.686057 -0.062 -0.028 0.083 -0.14
Br -7.193858 3.222228 5.148971 0.130 -0.051 -0.054 -0.02
Br -5.348130 2.138212 2.787735 -0.063 0.000 0.044 -0.05
Br -4.123712 2.559452 5.706036 -0.075 -0.005 -0.072 -0.04
H -5.961934 1.090576 4.942559 0.036 0.012 -0.032 0.20
C 6.088557 1.970953 -7.360022 -0.030 -0.020 0.041 -0.33
Br 5.662474 3.851998 -7.267162 0.006 -0.071 0.018 -0.05
Br 7.101245 1.393535 -5.824507 -0.087 -0.013 -0.084 0.01
Br 4.509099 0.898334 -7.614791 0.090 -0.008 -0.025 0.00
H 6.715959 1.829124 -8.229052 -0.013 0.019 0.024 0.35
C 0.962213 7.638408 -2.225443 -0.037 0.114 -0.075 -0.28
Br 1.714213 9.405641 -2.251380 -0.022 -0.129 0.041 0.00
Br 2.335129 6.288145 -2.080302 -0.072 -0.030 0.103 0.03
Br -0.397265 7.467778 -0.862898 0.134 -0.090 -0.022 -0.05
H 0.471403 7.484056 -3.177347 0.010 -0.048 0.036 0.29
C -13.168071 -5.862944 2.414000 0.004 0.022 -0.010 -0.36
Br -12.009010 -6.350554 3.877454 -0.008 0.010 -0.105 0.00
Br -12.667507 -4.167425 1.650185 -0.053 -0.074 0.044 0.00
Br -13.248765 -7.247995 1.076203 0.057 0.074 0.074 -0.01
H -14.164246 -5.751379 2.818581 0.030 -0.015 -0.002 0.34
C -7.387201 -8.549466 5.491086 0.014 0.024 0.046 -0.34
Br -8.185257 -8.346697 3.744558 0.026 0.061 0.082 -0.03
Br -5.512692 -8.101988 5.468529 -0.103 -0.088 0.002 -0.03
Br -8.344011 -7.547285 6.829514 0.046 -0.018 -0.121 -0.05
H -7.464135 -9.594159 5.758914 -0.004 0.027 -0.014 0.41
C -5.345811 -9.863530 1.644946 0.007 -0.036 0.040 0.08
Br -5.835382 -11.361733 0.538970 0.051 0.114 0.050 -0.01
Br -3.681830 -10.168028 2.568972 -0.058 0.009 -0.108 -0.02
Br -5.317827 -8.213531 0.645464 -0.016 -0.060 0.066 0.03
H -6.113391 -9.759644 2.400100 0.024 0.029 -0.025 -0.09
```
Forces are in eV/Å.

Computed properties:
LUMO level: -2.64 eV
net charge: +1
calculated total energy: -2949170.166 eV
HOMO: -11.19 eV